(1)
Entry from the OMol25 dataset: 2 unconnected molecules or ions with the total composition CHN3OS in a non-equilibrium geometry (wB97M-V/def2-TZVPD).

Computed properties:
**⟨S²⟩**: 2.01
**Gap between HOMO and LUMO (alpha / beta)**: 6.265 / 8.179 eV
**Charge**: 0
**E_tot**: -18402.269 eV
**Multiplicity**: 3
**Energy relative to the best compared isomer or geometry (same formula, charge and spin)**: 5.3 kcal per mole
**HOMO level (alpha / beta)**: -5.61 / -10.94 eV

CARTESIAN COORDINATES (ANGSTROEM)
C1 -2.024 -1.205 0.890
N1 -0.925 -1.042 0.446
N2 -1.647 1.712 -1.127
N3 -2.596 1.148 -0.990
O1 -3.019 -1.239 1.474
S1 -0.028 -0.855 -0.961
H1 0.765 -0.068 -0.393

(2)
Entry from the OMol25 dataset: 3 unconnected molecules or ions with the total composition CHN5O in a non-equilibrium geometry (wB97M-V/def2-TZVPD).

Computed properties:
**Gap between HOMO and LUMO**: 12.088 eV
**Charge**: 0
**E_tot**: -10552.727 eV
**SMILES**: N=C=O.N#N.N#N
**Energy relative to the best compared isomer or geometry (same formula, charge and spin)**: 2.8 kcal per mole
**HOMO level**: -11.13 eV

CARTESIAN COORDINATES (ANGSTROEM)
C1 0.118 0.681 0.006
N1 0.930 3.908 -0.645
N2 1.687 3.140 -0.693
N3 3.359 -1.178 1.638
N4 3.081 -1.904 2.411
N5 1.112 0.895 0.599
O1 -0.916 0.505 -0.473
H1 1.931 1.290 0.117

(3)
Entry from the OMol25 dataset: 2 unconnected molecules or ions with the total composition CHNO in a non-equilibrium geometry (wB97M-V/def2-TZVPD).

Computed properties:
**Gap between HOMO and LUMO (alpha / beta)**: 7.737 / 7.739 eV
**Charge**: 0
**E_tot**: -4582.957 eV
**Energy relative to the best compared isomer or geometry (same formula, charge and spin)**: 179.2 kcal per mole
**HOMO level (alpha / beta)**: -9.95 / -9.95 eV

CARTESIAN COORDINATES (ANGSTROEM)
C1 0.051 0.235 0.072
N1 -1.001 0.859 0.005
O1 -0.866 -0.714 0.025
H1 1.816 -0.381 -0.102

(4)
Entry from the OMol25 dataset: 2 unconnected molecules or ions with the total composition CHNO2S in a non-equilibrium geometry (wB97M-V/def2-TZVPD).

Computed properties:
**Gap between HOMO and LUMO (alpha / beta)**: 7.736 / 7.789 eV
**Charge**: 0
**E_tot**: -17471.440 eV
**SMILES**: N=C=O.O=S
**Energy relative to the best compared isomer or geometry (same formula, charge and spin)**: 16.9 kcal per mole
**HOMO level (alpha / beta)**: -9.07 / -9.10 eV

CARTESIAN COORDINATES (ANGSTROEM)
C1 0.688 -0.781 -0.250
N1 1.359 -0.235 0.580
O1 0.060 -1.054 -1.178
O2 -2.054 1.545 -0.971
S1 -1.729 1.218 0.400
H1 1.676 -0.694 1.418

(5)
Entry from the OMol25 dataset: 2 unconnected molecules or ions with the total composition CHNO3 in a non-equilibrium geometry (wB97M-V/def2-TZVPD).

Computed properties:
**Gap between HOMO and LUMO (alpha / beta)**: 9.146 / 9.155 eV
**Charge**: 0
**E_tot**: -8681.933 eV
**Energy relative to the best compared isomer or geometry (same formula, charge and spin)**: 40.4 kcal per mole
**HOMO level (alpha / beta)**: -9.12 / -9.11 eV

CARTESIAN COORDINATES (ANGSTROEM)
C1 -0.994 -1.222 -0.021
N1 0.594 0.773 -0.851
O1 -1.035 -1.652 -1.115
O2 -0.982 -0.693 0.989
O3 1.347 1.114 0.093
H1 1.070 1.681 0.906

(6)
Entry from the OMol25 dataset: a single CHNO3 molecule in a non-equilibrium geometry (wB97M-V/def2-TZVPD).

Computed properties:
**Gap between HOMO and LUMO (alpha / beta)**: 9.223 / 9.221 eV
**Charge**: 0
**E_tot**: -8678.447 eV
**Energy relative to the best compared isomer or geometry (same formula, charge and spin)**: 120.8 kcal per mole
**HOMO level (alpha / beta)**: -10.63 / -10.63 eV

CARTESIAN COORDINATES (ANGSTROEM)
C1 -0.463 -0.111 -0.790
N1 0.549 0.819 -0.049
O1 -1.529 0.221 -1.097
O2 0.463 -0.458 1.814
O3 0.849 0.494 1.096
H1 0.131 -0.965 -0.975

(7)
Entry from the OMol25 dataset: 2 unconnected molecules or ions with the total composition CHNO3S in a non-equilibrium geometry (wB97M-V/def2-TZVPD).

Computed properties:
**Gap between HOMO and LUMO**: 3.212 eV
**Charge**: -2
**E_tot**: -19518.711 eV
**Energy relative to the best compared isomer or geometry (same formula, charge and spin)**: 21.7 kcal per mole
**HOMO level**: 1.52 eV

CARTESIAN COORDINATES (ANGSTROEM)
C1 2.072 2.453 0.410
N1 1.701 3.477 0.002
O1 1.819 -0.847 -0.893
O2 2.560 1.393 0.778
O3 3.012 -1.580 1.077
S1 2.018 -0.659 0.537
H1 -13.182 -4.237 -1.911

(8)
Entry from the OMol25 dataset: a single CHNO5S molecule in a non-equilibrium geometry (wB97M-V/def2-TZVPD).

Computed properties:
**Gap between HOMO and LUMO (alpha / beta)**: 8.520 / 8.522 eV
**Charge**: 0
**E_tot**: -23611.151 eV
**Energy relative to the best compared isomer or geometry (same formula, charge and spin)**: 44.4 kcal per mole
**HOMO level (alpha / beta)**: -9.31 / -9.31 eV

CARTESIAN COORDINATES (ANGSTROEM)
C1 1.163 -0.218 -0.767
N1 1.216 0.612 0.333
O1 1.993 -0.275 -1.619
O2 0.073 -1.076 -0.715
O3 1.231 1.812 0.361
O4 -2.196 -0.317 -0.083
O5 -0.337 0.056 1.381
S1 -0.910 -1.015 0.587
H1 -2.232 0.421 0.523

(9)
Entry from the OMol25 dataset: 2 unconnected molecules or ions with the total composition CHNOS2 in a non-equilibrium geometry (wB97M-V/def2-TZVPD).

Computed properties:
**⟨S²⟩**: 2.01
**Gap between HOMO and LUMO (alpha / beta)**: 9.211 / 9.237 eV
**Charge**: 0
**E_tot**: -26259.263 eV
**Multiplicity**: 3
**Energy relative to the best compared isomer or geometry (same formula, charge and spin)**: 0.0 kcal per mole
**HOMO level (alpha / beta)**: -8.61 / -10.93 eV

CARTESIAN COORDINATES (ANGSTROEM)
C1 0.930 -0.153 -1.289
N1 -1.366 -0.021 1.174
O1 1.401 -1.096 -0.700
S1 0.326 1.039 -2.087
S2 -0.582 1.070 2.009
H1 -0.710 -0.839 0.892

(10)
Entry from the OMol25 dataset: a gas-phase ion, CHO3PS (charge -2) in a non-equilibrium geometry (wB97M-V/def2-TZVPD).

Computed properties:
**Gap between HOMO and LUMO**: 5.168 eV
**Charge**: -2
**E_tot**: -27319.489 eV
**SMILES**: O=P([O-])([O-])C=S
**Energy relative to the best compared isomer or geometry (same formula, charge and spin)**: 5.4 kcal per mole
**HOMO level**: 0.88 eV

CARTESIAN COORDINATES (ANGSTROEM)
C1 -0.977 1.468 0.361
O1 0.622 0.320 -1.989
O2 1.498 1.991 -0.246
O3 -0.164 2.732 -2.179
P1 0.503 1.639 -1.358
S1 -1.655 0.055 0.835
H1 -0.620 1.899 1.295

(11)
Entry from the OMol25 dataset: 2 unconnected molecules or ions with the total composition CHO3PS2 in a non-equilibrium geometry (wB97M-V/def2-TZVPD).

Computed properties:
**Gap between HOMO and LUMO (alpha / beta)**: 5.797 / 5.798 eV
**Charge**: -2
**E_tot**: -38154.447 eV
**Energy relative to the best compared isomer or geometry (same formula, charge and spin)**: 70.7 kcal per mole
**HOMO level (alpha / beta)**: -0.48 / -0.49 eV

CARTESIAN COORDINATES (ANGSTROEM)
C1 0.101 1.143 -1.107
O1 2.692 0.331 -0.976
O2 2.062 2.721 -1.368
O3 1.478 0.937 -3.160
P1 1.843 1.274 -1.702
S1 -1.642 -0.793 0.750
S2 -1.078 2.147 -1.409
H1 -1.682 -0.252 -0.416

(12)
Entry from the OMol25 dataset: 2 unconnected molecules or ions with the total composition CHO3S3 in a non-equilibrium geometry (wB97M-V/def2-TZVPD).

Computed properties:
**Gap between HOMO and LUMO**: 6.647 eV
**Charge**: -1
**E_tot**: -39699.568 eV
**Energy relative to the best compared isomer or geometry (same formula, charge and spin)**: 78.4 kcal per mole
**HOMO level**: -3.63 eV

CARTESIAN COORDINATES (ANGSTROEM)
C1 -1.559 -0.452 -0.201
O1 1.842 0.349 1.562
O2 -0.253 2.351 -0.009
O3 2.245 -0.996 -0.546
S1 -1.466 -1.905 -0.886
S2 0.070 1.247 -0.943
S3 1.256 -0.497 0.447
H1 -2.135 -0.098 0.576

(13)
Entry from the OMol25 dataset: a molecular structure, CHO3Tl in a non-equilibrium geometry (wB97M-V/def2-TZVPD).

Computed properties:
**Gap between HOMO and LUMO**: 5.179 eV
**Charge**: +2
**E_tot**: -11863.902 eV
**Energy relative to the best compared isomer or geometry (same formula, charge and spin)**: 0.0 kcal per mole
**HOMO level**: -22.40 eV

CARTESIAN COORDINATES (ANGSTROEM)
Tl1 -1.083 2.416 -2.322
O1 0.665 -1.236 0.970
C1 0.187 -0.136 0.521
O2 -0.293 -0.046 -0.630
O3 0.206 0.938 1.122
H1 0.318 -1.936 0.339

(14)
Entry from the OMol25 dataset: a gas-phase ion, CHO4PS (charge -2) in a non-equilibrium geometry (wB97M-V/def2-TZVPD).

Computed properties:
**Gap between HOMO and LUMO**: 5.248 eV
**Charge**: -2
**E_tot**: -29368.295 eV
**SMILES**: O=P([O-])([O-])OC=S
**Energy relative to the best compared isomer or geometry (same formula, charge and spin)**: 36.1 kcal per mole
**HOMO level**: 0.16 eV

CARTESIAN COORDINATES (ANGSTROEM)
C1 0.499 -0.846 0.197
O1 -1.992 0.152 1.422
O2 -1.826 0.487 -1.147
O3 -3.312 -1.377 -0.198
O4 -0.717 -1.738 -0.083
P1 -2.144 -0.411 -0.003
S1 1.927 -1.425 -0.095
H1 0.417 0.015 0.956

(15)
Entry from the OMol25 dataset: 2 unconnected molecules or ions with the total composition CHO4PS in a non-equilibrium geometry (wB97M-V/def2-TZVPD).

Computed properties:
**Gap between HOMO and LUMO**: 9.670 eV
**Charge**: 0
**E_tot**: -29369.194 eV
**SMILES**: O=P(O)=S.O=C=O
**Energy relative to the best compared isomer or geometry (same formula, charge and spin)**: 0.0 kcal per mole
**HOMO level**: -10.27 eV

CARTESIAN COORDINATES (ANGSTROEM)
C1 -1.101 -1.957 0.139
O1 -0.835 -2.735 0.934
O2 -1.350 -1.327 -0.785
O3 0.029 0.569 1.296
O4 0.216 1.961 -0.869
P1 0.818 0.811 0.089
S1 2.589 0.155 -0.391
H1 -0.367 2.523 -0.414

(16)
Entry from the OMol25 dataset: a single CI2OS molecule in a non-equilibrium geometry (wB97M-V/def2-TZVPD).

Computed properties:
**Gap between HOMO and LUMO**: 8.330 eV
**Charge**: 0
**E_tot**: -30120.920 eV
**Energy relative to the best compared isomer or geometry (same formula, charge and spin)**: 0.0 kcal per mole
**HOMO level**: -9.60 eV

CARTESIAN COORDINATES (ANGSTROEM)
C1 0.297 -0.186 0.224
O1 0.389 0.937 -0.130
S1 -0.874 -1.373 -0.222
I1 1.498 -1.046 1.647
I2 -2.375 -0.284 -1.770

(17)
Entry from the OMol25 dataset: 2 unconnected molecules or ions with the total composition CN2O2 in a non-equilibrium geometry (wB97M-V/def2-TZVPD).

Computed properties:
**Gap between HOMO and LUMO (alpha / beta)**: 4.749 / 4.779 eV
**Charge**: -2
**E_tot**: -8107.495 eV
**Energy relative to the best compared isomer or geometry (same formula, charge and spin)**: 0.0 kcal per mole
**HOMO level (alpha / beta)**: 2.93 / 2.89 eV

CARTESIAN COORDINATES (ANGSTROEM)
C1 -1.176 -0.067 -1.392
N1 -1.385 -0.624 -2.406
N2 1.673 -0.487 1.761
O1 1.894 0.622 2.408
O2 -1.006 0.555 -0.372

(18)
Entry from the OMol25 dataset: 2 unconnected molecules or ions with the total composition CN2O3 in a non-equilibrium geometry (wB97M-V/def2-TZVPD).

Computed properties:
**Gap between HOMO and LUMO**: 12.364 eV
**Charge**: 0
**E_tot**: -10156.498 eV
**SMILES**: N#[N+][O-].O=C=O
**Energy relative to the best compared isomer or geometry (same formula, charge and spin)**: 49.0 kcal per mole
**HOMO level**: -12.17 eV

CARTESIAN COORDINATES (ANGSTROEM)
C1 1.816 -0.483 0.601
N1 -2.784 0.283 -0.069
N2 -1.826 0.487 -0.586
O1 -0.849 0.675 -1.154
O2 1.603 -0.550 1.902
O3 2.040 -0.412 -0.693

(19)
Entry from the OMol25 dataset: a single CN2O3S molecule in a non-equilibrium geometry (wB97M-V/def2-TZVPD).

Computed properties:
**Gap between HOMO and LUMO (alpha / beta)**: 8.542 / 8.545 eV
**Charge**: 0
**E_tot**: -20987.767 eV
**Energy relative to the best compared isomer or geometry (same formula, charge and spin)**: 62.6 kcal per mole
**HOMO level (alpha / beta)**: -10.70 / -10.70 eV

CARTESIAN COORDINATES (ANGSTROEM)
C1 0.873 0.819 0.592
N1 1.885 0.714 1.096
N2 -0.798 -0.915 0.085
O1 -1.365 -1.150 1.068
O2 -0.437 -1.519 -0.860
O3 0.347 0.926 -1.727
S1 -0.505 1.124 -0.254

(20)
Entry from the OMol25 dataset: 2 unconnected molecules or ions with the total composition CN2O3S in a non-equilibrium geometry (wB97M-V/def2-TZVPD).

Computed properties:
**Gap between HOMO and LUMO (alpha / beta)**: 7.631 / 6.649 eV
**Charge**: 0
**E_tot**: -20986.366 eV
**Energy relative to the best compared isomer or geometry (same formula, charge and spin)**: 94.9 kcal per mole
**HOMO level (alpha / beta)**: -8.73 / -8.58 eV

CARTESIAN COORDINATES (ANGSTROEM)
C1 -0.127 -0.262 -1.224
N1 1.708 0.100 0.844
N2 -0.754 0.163 -0.168
O1 1.022 -0.321 1.637
O2 -1.056 1.361 -0.267
O3 -0.880 -0.618 0.832
S1 0.042 -0.898 -2.605